[1]
ORCA calculation (the ωB97M-V functional and the def2-TZVPD basis) on 2 unconnected molecules or ions with the total composition C4H12 in a non-equilibrium geometry.

Calculated values
- LUMO energy (eV) = 1.03
- max |F| (hartree/bohr) = 0.09122
- energy above the lowest of the compared OMol25 structures with the same formula, charge and spin (kcal/mol) = 27.9
- Kohn-Sham gap (eV) = 12.21
- total charge = 0
- SMILES = CC.CC

Each atom is followed by the atoms it is bonded to, with distances in Å.
Element x y z (Å)
1 C -2.7157 -1.0159 0.7126  C2 1.615, H3 1.155, H4 1.089, H5 1.086
2 C -1.3841 -1.3691 1.5550  C1 1.615, H6 1.190, H7 1.060, H8 1.135
3 H -3.2167 -0.2715 1.4397  C1 1.155
4 H -2.4843 -0.6462 -0.2853  C1 1.089
5 H -3.3734 -1.8480 0.4810  C1 1.086
6 H -1.7403 -1.5147 2.6810  C2 1.190
7 H -0.7129 -0.5495 1.5853  C2 1.060
8 H -0.8182 -2.3351 1.3672  C2 1.135
9 C 1.3682 1.4834 -1.6457  C10 1.675, H11 1.069, H12 1.092, H13 1.122
10 C 2.6948 0.9218 -0.7917  C9 1.675, H14 1.130, H15 1.035, H16 1.054
11 H 1.2285 0.9266 -2.5475  C9 1.069
12 H 0.5386 1.4902 -0.9360  C9 1.092
13 H 1.7508 2.5151 -1.8658  C9 1.122
14 H 2.5843 -0.2000 -0.8727  C10 1.130
15 H 2.6160 1.1937 0.2034  C10 1.035
16 H 3.6644 1.2191 -1.0805  C10 1.054

=====

[2]
ORCA calculation (the ωB97M-V functional and the def2-TZVPD basis) on 2 unconnected molecules or ions with the total composition C4H12 in a non-equilibrium geometry.

Calculated values
- LUMO energy (eV) = 1.17
- max |F| (hartree/bohr) = 0.07093
- energy above the lowest of the compared OMol25 structures with the same formula, charge and spin (kcal/mol) = 31.6
- Kohn-Sham gap (eV) = 12.57
- total charge = 0
- SMILES = CC.CC

Each atom is followed by the atoms it is bonded to, with distances in Å.
Element x y z (Å)
1 C -0.2584 1.0894 1.9293  C2 1.535, H3 1.110, H4 1.097, H5 1.145
2 C -1.3661 1.0094 0.8700  C1 1.535, H6 1.058, H7 1.136, H8 1.118
3 H 0.6885 1.5017 1.5238  C1 1.110
4 H -0.3199 1.9280 2.6337  C1 1.097
5 H 0.1960 0.2052 2.4981  C1 1.145
6 H -2.0341 1.8139 1.0325  C2 1.058
7 H -2.0211 0.1670 1.2596  C2 1.136
8 H -0.9452 0.9697 -0.1650  C2 1.118
9 C 0.8472 -1.7578 -1.0953  C10 1.558, H11 1.121, H12 1.050, H13 1.104
10 C 0.6780 -0.4274 -1.8892  C9 1.558, H14 1.059, H15 1.014, H16 1.027
11 H 0.8221 -1.5208 0.0002  C9 1.121
12 H 0.0868 -2.3537 -1.5073  C9 1.050
13 H 1.8179 -2.2832 -1.0813  C9 1.104
14 H -0.3665 -0.2819 -1.7947  C10 1.059
15 H 1.0388 -0.3963 -2.8363  C10 1.014
16 H 1.1361 0.3369 -1.3783  C10 1.027